Entry from OMol25: 11 unconnected molecules or ions with the total composition C32H91N5O11 in a non-equilibrium geometry (the ωB97M-V functional and the def2-TZVPD basis).

Geometry as ORCA input:
```
! RIJCOSX wB97M-V def2-TZVPD def2/J DEFGRID3
* xyz 1 2
C 1.6372 3.2448 -2.5569
C 2.8283 2.4473 -3.2208
O 2.5980 2.2743 -4.5801
H 1.4035 4.1321 -3.1451
H 1.9680 3.5683 -1.5700
H 0.6965 2.7125 -2.4157
H 2.7595 1.4442 -2.7999
H 3.7779 2.8428 -2.8606
H 1.6814 2.0087 -4.6841
C -0.9562 0.1961 -0.6131
C 0.4083 0.3194 0.2129
O 1.4757 0.2954 -0.7035
H -0.8841 0.9433 -1.4034
H -1.7583 0.3598 0.1066
H -1.0278 -0.7916 -1.0686
H 0.4518 -0.4636 0.9699
H 0.4733 1.2930 0.6987
H 1.5965 -0.6235 -0.9538
C -4.6905 0.7918 2.7586
C -3.1711 1.2025 2.5389
O -2.9134 2.3073 3.4110
H -5.2713 1.7075 2.8695
H -4.8576 0.2358 3.6812
H -5.0703 0.2160 1.9147
H -2.9322 1.6091 1.5562
H -2.4190 0.4343 2.7183
H -3.3879 3.0982 3.1447
C 0.3174 1.1271 5.1731
C -0.6053 -0.0639 5.0319
O -0.1514 -0.7395 3.8687
H 0.2345 1.7744 4.3000
H 1.3402 0.7506 5.1915
H 0.0648 1.6204 6.1116
H -1.6185 0.2937 4.8481
H -0.4385 -0.6072 5.9620
H -0.7078 -1.4524 3.5465
C 1.7737 3.9772 2.4010
C 2.4926 4.6054 1.1397
O 3.5925 5.3261 1.5809
H 0.9746 4.6507 2.7109
H 2.5026 3.8171 3.1954
H 1.2104 3.0919 2.1056
H 1.7465 5.1192 0.5336
H 2.7787 3.7467 0.5323
H 3.6234 5.9797 0.8784
C -2.6369 2.1289 -3.9576
C -2.3594 0.6677 -4.3858
O -1.0483 0.4288 -4.9492
H -1.6597 2.4890 -3.6358
H -3.3956 2.2703 -3.1878
H -3.0451 2.7093 -4.7850
H -3.1398 0.6196 -5.1452
H -2.4421 0.0228 -3.5110
H -1.0399 -0.3024 -5.5712
C 3.9328 -0.3609 1.9267
C 5.2329 -0.9456 2.3799
C 6.2379 -0.0548 3.1870
O 6.7128 1.0622 2.3788
C 7.7906 0.8107 1.5552
N 4.9894 -2.2564 3.1110
H 4.1823 0.2278 1.0439
H 3.4048 0.2464 2.6618
H 3.2048 -1.1145 1.6262
H 5.7106 -1.3444 1.4850
H 6.9672 -0.6987 3.6787
H 5.6238 0.3052 4.0125
H 7.8359 1.6495 0.8606
H 7.6018 -0.1280 1.0343
H 8.6172 0.6815 2.2539
H 4.3794 -2.8229 2.5391
H 5.8640 -2.7578 3.1721
C -3.1730 -4.6815 5.9578
C -2.2857 -3.6089 5.2586
C -2.7190 -3.5702 3.7160
O -1.7508 -2.8138 2.9428
C -1.9197 -2.8653 1.5997
N -2.4232 -2.5233 6.1093
H -2.8856 -5.6539 5.5579
H -4.2126 -4.5579 5.6546
H -3.1354 -4.6584 7.0469
H -1.2238 -3.8503 5.2129
H -3.6640 -3.0684 3.5078
H -2.8364 -4.6175 3.4375
H -2.0384 -3.8089 1.0672
H -0.9213 -2.6121 1.2430
H -2.6036 -2.0547 1.3483
H -3.4132 -2.4125 6.2755
H -2.1215 -1.6216 5.7688
C -1.3269 4.1894 0.0307
C -1.9270 5.3559 -0.6161
C -1.7627 5.1816 -2.1008
O -1.9789 6.4505 -2.7589
C -3.2410 6.4238 -3.4168
N -3.3131 5.5536 -0.1330
H -1.7873 3.2567 -0.2951
H -1.3758 4.3220 1.1115
H -0.2627 3.9929 -0.1000
H -1.4241 6.2083 -0.1592
H -2.2152 4.2565 -2.4580
H -0.7067 5.0094 -2.3087
H -3.1772 5.6208 -4.1512
H -3.6104 7.3759 -3.7979
H -3.9324 6.1356 -2.6249
H -3.7186 6.2941 -0.6874
H -3.9609 4.7891 -0.2591
C -1.0882 -4.9923 -2.9251
C -2.2819 -4.3562 -2.1114
C -2.8172 -3.0097 -2.5963
O -3.9174 -2.6017 -1.8077
C -4.5553 -1.3914 -2.3020
N -3.3515 -5.3279 -2.3137
H -0.2527 -4.3085 -3.0752
H -1.3266 -5.1603 -3.9753
H -0.7822 -5.9261 -2.4534
H -1.8589 -4.4224 -1.1090
H -3.2311 -3.1266 -3.5978
H -2.0693 -2.2227 -2.5003
H -5.5026 -1.2406 -1.7844
H -4.7001 -1.4436 -3.3810
H -3.7842 -0.6481 -2.0995
H -3.3067 -5.2892 -3.3220
H -4.2394 -4.9855 -1.9751
C 4.8937 -4.3546 -3.3527
C 3.4245 -3.9203 -3.3746
C 3.0213 -2.8338 -2.3683
O 1.6875 -2.4321 -2.1931
C 1.0660 -1.6696 -3.1876
N 2.9267 -3.9152 -4.6751
H 5.3584 -4.5268 -2.3818
H 5.6074 -3.6350 -3.7537
H 5.1819 -5.2433 -3.9142
H 2.8225 -4.7873 -3.1028
H 3.5589 -1.9072 -2.5694
H 3.4174 -3.0766 -1.3822
H 1.6755 -0.8295 -3.5206
H 0.1763 -1.1463 -2.8373
H 0.9154 -2.1996 -4.1281
H 3.3577 -4.6800 -5.1745
H 1.9539 -4.1828 -4.6290
*
```

- electronic energy (eV) = -64614.4626
- HOMO (alpha / beta) (eV) = -10.606 / -10.606
- gap between HOMO and LUMO (alpha / beta) (Ha) = 0.26454 / 0.07239
- relative energy (zero: lowest compared OMol25 entry of this formula, charge and spin) (kcal per mole) = 81.3

Here are the Mulliken charges for atoms 1 to 5, given in e: atom 1 (C): -0.238, atom 2 (C): -0.315, atom 3 (O): -0.594, atom 4 (H): 0.466, atom 5 (H): -0.034

=====

Entry from OMol25: 2 unconnected molecules or ions with the total composition C5H11NO in a non-equilibrium geometry (the ωB97M-V functional and the def2-TZVPD basis).

Geometry as ORCA input:
```
! RIJCOSX wB97M-V def2-TZVPD def2/J DEFGRID3
* xyz 0 1
C 0.9195 -1.2320 0.7317
C -1.9350 0.0749 0.3614
C 1.5018 1.1614 -0.1274
C -0.7008 -0.2417 -0.4778
C 0.6161 -0.0351 0.0661
N -0.9183 0.0388 -1.8321
O 1.6800 -1.2768 1.8917
H 1.5566 -0.4463 2.3673
H -1.6960 0.6185 -2.1072
H -0.1156 0.0935 -2.4369
H 1.0961 -2.1577 0.1923
H -0.5294 -1.5262 0.1905
H -1.7782 -0.1997 1.4018
H -2.1380 1.1516 0.3131
H -2.8141 -0.4550 -0.0123
H 2.2293 1.2311 0.6843
H 0.9389 2.0983 -0.1531
H 2.0871 1.1025 -1.0532
*
```

- electronic energy (eV) = -8897.5025
- HOMO (eV) = -7.847
- gap between HOMO and LUMO (Ha) = 0.31683
- relative energy (zero: lowest compared OMol25 entry of this formula, charge and spin) (kcal per mole) = 96.7

Here are the Mulliken charges for atoms 1 to 5, given in e: atom 1 (C): -0.263, atom 2 (C): -1.378, atom 3 (C): -1.193, atom 4 (C): 0.514, atom 5 (C): 0.111

=====

Entry from OMol25: a molecular structure, C36H41AsCoN5O2 (the ωB97M-V functional and the def2-TZVPD basis).

Geometry as ORCA input:
```
! RIJCOSX wB97M-V def2-TZVPD def2/J DEFGRID3
* xyz 1 4
Co -0.2341 -0.5532 -0.0048
C -1.2154 0.2908 2.8171
N -1.7243 0.3386 1.4506
C -1.7071 1.7038 0.9226
C -1.9630 1.7142 -0.5597
C -2.6280 2.7485 -1.2001
C -2.8347 2.6689 -2.5677
C -2.3776 1.5527 -3.2504
C -1.7001 0.5763 -2.5387
N -1.4988 0.6583 -1.2309
C -3.0219 -0.3131 1.2649
C -2.9792 -1.4722 0.2952
C -4.1594 -2.0110 -0.2014
C -4.0962 -3.0513 -1.1145
C -2.8477 -3.5275 -1.4880
C -1.7224 -2.9578 -0.9224
N -1.7821 -1.9507 -0.0523
C 0.1447 -0.3465 2.9255
C 0.8278 -0.2846 4.1358
C 2.0405 -0.9395 4.2539
C 2.5313 -1.6290 3.1556
C 1.7950 -1.6295 1.9850
N 0.6235 -1.0046 1.8718
H -1.1733 1.2941 3.2557
H -1.8806 -0.3101 3.4513
H -2.4404 2.3375 1.4432
H -0.7012 2.1095 1.0796
H -2.9736 3.6031 -0.6397
H -3.3448 3.4628 -3.0918
H -2.5356 1.4457 -4.3111
H -1.3092 -0.3058 -3.0266
H -3.3925 -0.7047 2.2198
H -3.7590 0.4121 0.9017
H -5.1129 -1.6192 0.1186
H -5.0002 -3.4745 -1.5259
H -2.7542 -4.3290 -2.1991
H -0.7306 -3.2986 -1.1814
H 0.4061 0.2646 4.9647
H 2.5904 -0.9085 5.1831
H 3.4688 -2.1575 3.2111
H 2.1507 -2.1486 1.1058
C -0.1369 4.8133 -2.6278
C 0.8759 4.3618 -1.6156
C 0.9454 5.0259 -0.3992
C 1.9226 4.7005 0.5273
C 2.8322 3.7147 0.2274
C 2.7679 3.0163 -0.9827
N 3.8374 2.1610 -1.2249
C 3.9990 1.0234 -1.9777
C 5.2429 0.8698 -2.6103
C 5.5251 -0.2157 -3.4050
C 4.5692 -1.2109 -3.5808
C 3.3674 -1.1144 -2.9125
C 3.0600 -0.0219 -2.0939
C 1.8122 -0.1149 -1.3073
O 1.4563 0.7451 -0.4614
O 1.0954 -1.1556 -1.4525
C 1.7772 3.3368 -1.9230
C 1.6925 2.6698 -3.2625
H -0.8429 5.5056 -2.1757
H -0.6844 3.9716 -3.0458
H 0.3594 5.3299 -3.4506
H 0.2523 5.8268 -0.1920
H 1.9885 5.2307 1.4633
H 3.6199 3.4644 0.9227
H 4.7066 2.5177 -0.8489
H 5.9782 1.6498 -2.4755
H 6.4845 -0.2891 -3.8935
H 4.7836 -2.0607 -4.2098
H 2.6274 -1.8982 -2.9882
H 2.6017 2.1290 -3.4996
H 1.5191 3.4050 -4.0446
H 0.8654 1.9581 -3.2743
C -1.0372 -3.7297 4.7010
As -1.5624 -3.2903 2.8517
C -0.6470 -4.8104 1.9925
C -3.3518 -4.1321 2.9119
H -1.2490 -4.7747 4.9226
H -1.5761 -3.1031 5.4143
H 0.0315 -3.5536 4.8361
H -1.3232 -5.6598 1.9251
H 0.2176 -5.1000 2.5851
H -0.3083 -4.5537 0.9916
H -3.2669 -5.1452 3.3027
H -3.7702 -4.1758 1.9066
H -4.0370 -3.5690 3.5445
*
```

- electronic energy (eV) = -148006.3962
- HOMO (alpha / beta) (eV) = -9.374 / -9.373
- gap between HOMO and LUMO (alpha / beta) (Ha) = 0.26443 / 0.25925
- relative energy (zero: lowest compared OMol25 entry of this formula, charge and spin) (kcal per mole) = 14.8

Here are the Mulliken charges for atoms 1 to 5, given in e: atom 1 (Co): -0.099, atom 2 (C): -1.489, atom 3 (N): 0.932, atom 4 (C): -1.634, atom 5 (C): 0.802

=====

Entry from OMol25: a single C2H4OS molecule in a non-equilibrium geometry (the ωB97M-V functional and the def2-TZVPD basis).

Geometry as ORCA input:
```
! RIJCOSX wB97M-V def2-TZVPD def2/J DEFGRID3
* xyz 0 1
C 0.2708 -0.3667 -0.0186
O -1.0848 -0.5520 -0.3923
C -2.0000 -0.1549 0.4866
S -3.7799 0.0523 -0.0739
H 0.8359 -0.9176 -0.8770
H 0.4004 -0.7143 1.0585
H 0.5663 0.6964 -0.0044
H -1.8264 0.0386 1.6436
*
```

- electronic energy (eV) = -15019.0859
- HOMO (eV) = -8.587
- structure (SMILES) = COC=S
- gap between HOMO and LUMO (Ha) = 0.30231
- relative energy (zero: lowest compared OMol25 entry of this formula, charge and spin) (kcal per mole) = 54.9

Here are the Mulliken charges for atoms 1 to 5, given in e: atom 1 (C): -0.551, atom 2 (O): -0.194, atom 3 (C): -0.042, atom 4 (S): -0.251, atom 5 (H): 0.199

=====

Entry from OMol25: a molecular structure, C34H26IrN4O6S2Si in a non-equilibrium geometry (the ωB97M-V functional and the def2-TZVPD basis).

Geometry as ORCA input:
```
! RIJCOSX wB97M-V def2-TZVPD def2/J DEFGRID3
* xyz -1 5
Ir -0.8222 0.9895 -0.8287
O -4.2685 2.9557 -1.9920
C -3.0713 2.6539 -1.7467
O -2.7069 1.3627 -1.5839
C -1.8296 3.5803 -1.6198
C -1.6290 4.9241 -2.0628
C -0.4333 5.5620 -1.9530
C 0.5306 4.9778 -1.1699
C 0.3895 3.6222 -0.8964
N -0.7471 2.9342 -1.1691
C 1.4961 2.7320 -0.4498
O 2.5080 3.0957 0.1605
O 1.2286 1.4334 -0.5466
H -2.4356 5.2989 -2.6405
H -0.3360 6.5801 -2.3155
H 1.4350 5.4497 -0.8156
N 3.3102 -5.7478 -6.2630
C 3.1019 -4.8886 -5.2423
C 3.7673 -5.0874 -3.9972
C 3.4125 -4.2379 -2.9559
C 2.3904 -3.3169 -3.1330
C 1.7689 -3.1554 -4.3562
C 2.2340 -3.8023 -5.4629
S 2.0953 -2.4682 -1.6320
O 3.1840 -1.5196 -1.4656
O 1.6658 -3.4273 -0.6459
N 0.8880 -1.4531 -2.1080
C -0.2951 -1.7830 -1.5931
S -1.1477 -3.3957 -1.7529
C -2.6137 -2.6586 -1.4866
C -2.4503 -1.4115 -0.9600
N -1.1910 -0.9600 -0.9203
H 4.0476 -6.4506 -6.2018
H 2.6306 -5.8732 -7.0161
H 4.5103 -5.8828 -3.8473
H 3.8505 -4.3592 -1.9598
H 0.8481 -2.5264 -4.3806
H 1.7508 -3.5246 -6.4375
H -3.4974 -3.1817 -1.7820
H -3.1686 -0.8650 -0.3433
C 0.1817 5.0820 3.2275
C 0.8874 3.9714 3.7087
C 0.6168 2.6737 3.3351
C -0.4544 2.4722 2.4103
C -1.2656 3.5241 2.0220
C -0.9621 4.8122 2.4343
Si -0.6240 0.8220 1.6118
C -2.1697 0.0740 2.3729
C -2.9793 0.8825 3.0983
C -4.1244 0.4199 3.7239
C -4.5151 -0.8879 3.4296
C -3.6627 -1.7484 2.7420
C -2.4993 -1.2677 2.1665
C 0.6851 -0.3603 2.2446
C 0.5181 -0.9686 3.4312
C 1.4969 -1.8727 3.8753
C 2.5715 -2.2393 3.0864
C 2.8247 -1.4864 1.8978
C 1.9313 -0.4686 1.5493
H 0.5403 6.0255 3.4837
H 1.7979 4.0751 4.3383
H 1.1827 1.8341 3.6986
H -2.2088 3.3335 1.5703
H -1.6788 5.6069 2.2020
H -2.7951 1.9778 3.2002
H -4.7667 1.0633 4.3229
H -5.4581 -1.2492 3.8715
H -3.9554 -2.8036 2.5908
H -1.7569 -1.9172 1.6851
H -0.3273 -0.8406 4.1423
H 1.4717 -2.2760 4.8700
H 3.1491 -3.0984 3.2614
H 3.7773 -1.4961 1.2893
H 2.1702 0.1557 0.6793
*
```

- electronic energy (eV) = -86308.9546
- HOMO (alpha / beta) (eV) = -2.088 / -5.623
- gap between HOMO and LUMO (alpha / beta) (Ha) = 0.15864 / 0.20597
- relative energy (zero: lowest compared OMol25 entry of this formula, charge and spin) (kcal per mole) = 18.7

Here are the Mulliken charges for atoms 1 to 5, given in e: atom 1 (Ir): 0.873, atom 2 (O): -0.747, atom 3 (C): 0.213, atom 4 (O): -0.624, atom 5 (C): 0.850

=====

Entry from OMol25: a molecular structure, C34H39N5OV in a non-equilibrium geometry (the ωB97M-V functional and the def2-TZVPD basis).

Geometry as ORCA input:
```
! RIJCOSX wB97M-V def2-TZVPD def2/J DEFGRID3
* xyz -2 4
V -0.7241 -0.6484 -0.1193
N -3.6993 -1.8279 2.7182
N -0.8060 2.7814 1.2853
C 0.1030 -1.0107 -2.0620
C -1.3463 -0.9986 -2.0102
C -1.7409 -2.1304 -1.2165
C -3.1342 -2.5828 -0.9572
H -3.8716 -1.9377 -1.4397
H -3.3867 -2.2988 0.3387
H -3.2990 -3.6591 -1.0706
C -0.5651 -2.7186 -0.6448
C -0.5737 -3.9850 0.1535
H -0.6327 -4.8720 -0.4961
H -1.4297 -4.0396 0.8373
H 0.3357 -4.0906 0.7543
C 0.5711 -2.0721 -1.2340
C 1.9675 -2.6079 -1.2284
H 2.2369 -3.0312 -0.2531
H 2.6797 -1.8126 -1.4721
H 2.1065 -3.4057 -1.9782
C -2.2563 -0.1215 -2.7887
H -2.5712 -0.6305 -3.7080
H -1.7497 0.8050 -3.0701
H -3.1528 0.1439 -2.2152
C 0.9369 -0.2434 -3.0272
H 1.9145 -0.0128 -2.5880
H 0.4518 0.7004 -3.2938
H 1.1075 -0.8126 -3.9551
C -3.6971 -2.0620 4.0062
H -4.2900 -2.9257 4.2722
C -3.0390 -1.2707 4.9452
H -3.1351 -1.5166 6.0198
C -2.2901 -0.2054 4.4250
H -1.8144 0.4382 5.1657
C -2.0816 -0.0686 3.0471
H -1.6314 0.8584 2.7024
C -2.7416 -1.0198 2.2190
C -2.7275 -1.4008 0.8409
H -2.9582 -0.4155 0.2835
C -0.4658 1.8665 0.2158
C -1.9287 3.3507 0.6267
H -2.9953 3.4093 0.9008
C -1.4474 3.7336 -0.6223
H -1.5711 4.6912 -1.0452
N -0.4449 2.7988 -0.9085
C 0.5545 2.9684 -1.8390
C 0.2054 3.5784 -3.0699
C 1.1763 3.9101 -4.0282
H 0.8846 4.3897 -4.9909
C 2.5358 3.6290 -3.7713
C 3.5749 3.9506 -4.8242
H 4.3701 3.1867 -4.8159
H 4.0271 4.9418 -4.6403
H 3.0789 3.9700 -5.8082
C 2.9095 3.0702 -2.5326
H 3.9943 2.9086 -2.3205
C 1.9240 2.7661 -1.5581
C 2.4008 2.3234 -0.2226
H 2.0122 2.9372 0.5955
H 3.4967 2.3762 -0.1497
H 2.1311 1.2855 0.0044
C -1.2125 3.8870 -3.3967
H -1.6397 4.6617 -2.7500
H -1.8707 3.0119 -3.3218
H -1.2870 4.2820 -4.4193
N 2.2100 -3.2519 5.9323
C 2.8575 -2.4087 5.0615
O 3.9797 -1.9670 5.2751
C 2.0613 -2.0124 3.8638
C 0.7113 -2.3392 3.7061
C 0.0670 -1.9698 2.5312
N 0.5962 -1.1687 1.5747
C 1.9210 -0.8800 1.7168
C 2.6605 -1.2610 2.8375
H 2.7560 -3.5910 6.7061
H 1.4057 -3.7977 5.6559
H 0.1319 -2.8963 4.4516
H -0.9611 -2.3043 2.3950
H 2.4105 -0.3540 0.8965
H 3.7135 -0.9744 2.9023
*
```

- electronic energy (eV) = -71065.3897
- HOMO (alpha / beta) (eV) = 1.541 / 1.637
- gap between HOMO and LUMO (alpha / beta) (Ha) = 0.10163 / 0.09826

Here are the Mulliken charges for atoms 1 to 5, given in e: atom 1 (V): -0.409, atom 2 (N): -0.621, atom 3 (N): -0.751, atom 4 (C): 0.559, atom 5 (C): 0.797